1.
DFT (ωB97M-V with the def2-TZVPD basis set) results for C31H49BrF17NNbO9P2 as an isolated structure at a distorted geometry.

As for the HOMO-LUMO gap: 6.018 eV. The highest occupied orbital energy is -0.1769 hartree. As for the energy: -6953.9616 hartree. The LUMO energy is 1.20 eV. As for the strongest force on any atom: 0.1323 hartree/bohr. The charge is -1.

Positions of all 111 atoms, in Å:
1 C 0.145 4.889 1.523
2 C 1.257 5.560 0.689
3 O 1.738 4.609 -0.271
4 C 2.362 6.235 1.533
5 Nb 4.283 5.081 1.909
6 C 5.616 6.836 2.385
7 Br 4.992 5.380 -0.627
8 C 6.116 3.741 2.191
9 C 5.816 2.257 2.536
10 C 6.135 1.356 1.352
11 F 5.549 1.835 0.235
12 F 7.482 1.457 1.108
13 C 5.861 -0.167 1.533
14 F 6.953 -0.690 2.148
15 F 5.850 -0.746 0.310
16 C 4.661 -0.620 2.395
17 F 4.666 -1.985 2.371
18 F 4.879 -0.315 3.682
19 C 3.225 -0.135 2.013
20 F 3.166 1.053 1.424
21 F 2.549 0.000 3.183
22 C 2.337 -1.125 1.181
23 F 1.964 -2.190 1.903
24 F 1.185 -0.440 0.944
25 C 2.853 -1.526 -0.221
26 F 3.738 -2.542 -0.167
27 F 3.357 -0.477 -0.876
28 C 1.691 -2.055 -1.141
29 F 1.049 -1.031 -1.716
30 F 0.823 -2.844 -0.484
31 C 2.249 -2.920 -2.337
32 F 1.306 -2.882 -3.304
33 F 2.416 -4.192 -1.990
34 F 3.348 -2.407 -2.876
35 C 3.655 4.763 4.084
36 C 3.846 5.779 5.011
37 C 3.500 5.582 6.350
38 C 2.963 4.329 6.635
39 C 2.787 3.420 5.615
40 N 3.107 3.549 4.324
41 H 0.030 5.325 2.520
42 H -0.819 5.048 1.020
43 H 0.267 3.806 1.578
44 H 0.763 6.353 0.104
45 H 1.199 4.717 -1.057
46 H 2.558 7.217 1.084
47 H 1.901 6.433 2.512
48 H 3.484 3.519 1.391
49 H 4.976 7.710 2.596
50 H 6.220 7.091 1.508
51 H 6.297 6.722 3.241
52 H 6.673 4.162 3.039
53 H 6.748 3.838 1.307
54 H 6.518 1.961 3.331
55 H 4.816 2.083 2.935
56 H 4.262 6.744 4.745
57 H 3.659 6.333 7.114
58 H 2.681 4.075 7.650
59 H 2.327 2.465 5.886
60 O -3.739 2.724 -2.038
61 P -3.923 1.579 -2.971
62 O -2.872 1.854 -4.185
63 C -1.475 1.760 -3.896
64 C -1.045 0.310 -3.746
65 O -5.330 1.979 -3.708
66 C -6.186 2.987 -3.177
67 C -5.927 4.321 -3.848
68 O -4.172 -0.008 -3.383
69 C -4.363 -0.944 -2.306
70 C -5.600 -0.640 -1.483
71 H -1.233 2.335 -2.998
72 H -0.946 2.218 -4.731
73 H -1.471 -0.132 -2.840
74 H 0.039 0.229 -3.679
75 H -1.395 -0.282 -4.593
76 H -6.081 3.061 -2.094
77 H -7.212 2.670 -3.377
78 H -4.876 4.601 -3.781
79 H -6.529 5.108 -3.391
80 H -6.175 4.264 -4.909
81 H -3.472 -0.948 -1.671
82 H -4.452 -1.932 -2.757
83 H -5.503 0.311 -0.948
84 H -5.767 -1.425 -0.746
85 H -6.479 -0.559 -2.122
86 O -3.736 -7.941 0.254
87 P -3.913 -6.919 -0.814
88 O -5.364 -6.239 -0.498
89 C -5.498 -5.453 0.684
90 C -4.811 -4.108 0.535
91 O -4.308 -7.849 -2.100
92 C -4.097 -9.259 -2.092
93 C -5.362 -9.991 -1.692
94 O -3.434 -5.717 -1.850
95 C -2.036 -5.353 -1.852
96 C -1.145 -6.507 -2.268
97 H -5.103 -5.996 1.548
98 H -6.566 -5.308 0.848
99 H -3.724 -4.231 0.493
100 H -5.043 -3.457 1.378
101 H -5.117 -3.619 -0.390
102 H -3.261 -9.527 -1.446
103 H -3.817 -9.543 -3.109
104 H -5.743 -9.630 -0.737
105 H -5.181 -11.064 -1.614
106 H -6.146 -9.822 -2.432
107 H -1.752 -4.989 -0.860
108 H -1.926 -4.524 -2.551
109 H -1.179 -7.317 -1.531
110 H -0.110 -6.178 -2.363
111 H -1.476 -6.922 -3.220


2.
DFT (ωB97M-V with the def2-TZVPD basis set) results for C47H59AsGeMgN7OS2 as an isolated structure at a distorted geometry.

As for the HOMO-LUMO gap: 7.525 eV. The highest occupied orbital energy is -0.3663 hartree. For the relative energy (zero: lowest compared OMol25 entry of this formula, charge and spin), the calculation gives 0.9591 eV. As for the energy: -7594.0585 hartree. The LUMO energy is -2.44 eV. As for the strongest force on any atom: 0.0260 hartree/bohr. The charge is +1.

Positions of all 119 atoms, in Å:
1 Mg 0.815 0.180 0.599
2 S -1.053 0.057 4.386
3 C -2.029 1.369 3.889
4 C -2.358 1.275 2.573
5 C -1.825 0.106 1.914
6 C -1.092 -0.638 2.802
7 C -0.234 -1.831 2.571
8 C -0.407 -2.992 3.310
9 C 0.454 -4.059 3.109
10 C 1.448 -3.950 2.153
11 C 1.554 -2.768 1.447
12 N 0.761 -1.709 1.658
13 H -2.313 2.137 4.597
14 H -2.994 1.996 2.069
15 H -1.216 -3.054 4.027
16 H 0.337 -4.970 3.683
17 H 2.131 -4.766 1.954
18 H 2.300 -2.663 0.664
19 C 5.587 -1.513 0.004
20 C 5.367 -0.346 0.969
21 N 5.018 0.916 0.314
22 C 6.092 1.892 0.101
23 C 6.939 1.612 -1.134
24 C 3.748 1.134 -0.095
25 C 3.425 2.474 -0.702
26 N 2.789 0.253 -0.012
27 H 5.672 -2.449 0.561
28 H 6.505 -1.380 -0.569
29 H 4.763 -1.606 -0.707
30 H 6.273 -0.169 1.545
31 H 4.583 -0.590 1.687
32 H 6.722 1.884 0.988
33 H 5.662 2.886 0.029
34 H 7.495 0.678 -1.031
35 H 7.664 2.417 -1.278
36 H 6.311 1.545 -2.025
37 H 3.553 3.287 0.020
38 H 2.398 2.456 -1.047
39 H 4.067 2.671 -1.565
40 H 3.133 -0.639 0.344
41 S 0.564 -3.245 -2.175
42 C 0.301 -1.814 -1.477
43 N 0.128 -0.772 -0.965
44 C -4.901 0.174 -2.607
45 C -4.042 -0.933 -3.222
46 C -3.396 -1.877 -2.207
47 C -2.272 -1.266 -1.351
48 Ge -2.887 -0.357 0.273
49 C -4.445 -1.259 1.089
50 C -4.139 -2.541 1.879
51 C -3.799 -3.727 0.973
52 C -3.417 -4.990 1.741
53 H -5.441 0.726 -3.379
54 H -4.294 0.892 -2.051
55 H -5.642 -0.246 -1.917
56 H -3.256 -0.489 -3.843
57 H -4.667 -1.536 -3.885
58 H -2.957 -2.712 -2.760
59 H -4.180 -2.306 -1.572
60 H -1.669 -0.568 -1.933
61 H -1.595 -2.061 -1.036
62 H -3.323 1.085 -0.078
63 H -5.170 -1.493 0.302
64 H -4.911 -0.512 1.739
65 H -5.005 -2.802 2.496
66 H -3.307 -2.362 2.567
67 H -2.976 -3.449 0.305
68 H -4.666 -3.940 0.339
69 H -2.483 -4.850 2.288
70 H -3.279 -5.831 1.059
71 H -4.198 -5.264 2.457
72 C 2.240 3.189 4.037
73 N 1.505 3.308 2.768
74 C 1.090 4.519 2.307
75 C 0.374 4.654 1.174
76 C 0.045 3.462 0.464
77 N 0.476 2.276 0.897
78 C 1.199 2.165 2.044
79 O 1.585 1.039 2.411
80 N -0.695 3.494 -0.637
81 H 2.949 4.009 4.124
82 H 2.766 2.244 4.044
83 H 1.551 3.209 4.880
84 H 1.380 5.372 2.907
85 H 0.058 5.625 0.823
86 H -0.967 4.366 -1.056
87 H -0.862 2.635 -1.141
88 C -1.768 -1.159 -6.897
89 C -0.479 -1.419 -6.453
90 C 0.061 -0.689 -5.399
91 C -0.687 0.315 -4.796
92 C -1.985 0.564 -5.235
93 C -2.525 -0.168 -6.283
94 As -0.044 1.327 -3.258
95 C 1.863 1.293 -3.619
96 C 2.743 0.250 -3.352
97 C 4.087 0.383 -3.684
98 C 4.543 1.560 -4.273
99 C 3.667 2.608 -4.525
100 C 2.321 2.483 -4.197
101 C 1.278 3.520 -4.398
102 C 1.488 4.811 -4.875
103 C 0.417 5.688 -4.997
104 C -0.865 5.291 -4.629
105 C -1.076 4.007 -4.136
106 C -0.013 3.117 -4.044
107 H -2.183 -1.725 -7.722
108 H 0.113 -2.193 -6.925
109 H 1.060 -0.915 -5.053
110 H -2.578 1.340 -4.762
111 H -3.537 0.030 -6.613
112 H 2.382 -0.661 -2.886
113 H 4.777 -0.431 -3.490
114 H 5.587 1.656 -4.548
115 H 4.037 3.517 -4.989
116 H 2.484 5.139 -5.152
117 H 0.582 6.687 -5.383
118 H -1.695 5.981 -4.726
119 H -2.073 3.700 -3.836


Question: What is the LUMO energy in the second record?
Answer: -2.44 eV


Question: Look up the charge of the second one.
Answer: +1


Question: Which of these has the lowest strongest force on any atom?
Answer: C47H59AsGeMgN7OS2